C14H14N2O3S in the gas phase. Source: OMol25; level of theory: wB97M-V/def2-TZVPD.

```
34
C14H14N2O3S, DFT wB97M-V/def2-TZVPD
O 0.232 -2.027 0.088
C -0.136 -1.304 -0.826
C 0.831 -0.883 -1.846
C 2.198 -0.980 -1.744
C 2.723 -0.488 -2.955
C 1.645 -0.136 -3.711
O 0.502 -0.369 -3.054
N -1.449 -0.936 -0.949
C -1.904 0.286 -1.577
C -2.265 1.301 -0.462
N -1.547 0.943 0.747
C -0.224 1.297 0.768
O 0.269 1.974 -0.120
C 0.584 0.907 1.933
C 1.927 0.662 1.887
C 2.484 0.392 3.152
C 1.565 0.463 4.150
S -0.003 0.841 3.564
C -2.047 -0.289 1.320
C -2.298 -1.297 0.171
H 2.733 -1.361 -0.899
H 3.755 -0.407 -3.227
H 1.566 0.276 -4.697
H -1.118 0.695 -2.205
H -2.778 0.067 -2.198
H -3.332 1.286 -0.233
H -1.968 2.307 -0.756
H 2.479 0.668 0.965
H 3.522 0.163 3.313
H 1.708 0.316 5.202
H -2.970 -0.087 1.872
H -1.307 -0.703 2.002
H -2.042 -2.306 0.493
H -3.334 -1.272 -0.171
```

Values from the calculation:
highest occupied orbital energy = -8.84 eV
energy = -1275.30415 a.u.
SMILES = O=C(c1ccco1)N1CCN(C(=O)c2cccs2)CC1
energy relative to the best compared isomer or geometry (same formula, charge and spin) = 163.7 kJ/mol
total charge = 0
gap between HOMO and LUMO = 9.50 eV